1.
18
Properties=species:S:1:pos:R:3:forces:R:3 method="wB97M-V/def2-TZVPD" relative_energy_kcal_mol=141.9 total_charge=+1 homo_lumo_gap_ev=10.1 lumo_energy_ha=-0.180
C 1.5113 0.3868 0.5644 -1.148 0.106 -5.286
C 3.7720 0.0131 -0.2775 1.383 -0.621 -0.862
C -3.0677 -0.7537 0.4209 -1.349 1.915 2.035
C 2.3504 0.2093 -0.4231 -1.425 -0.449 0.624
C -2.7356 0.4445 -0.4064 -1.971 1.211 1.476
N -1.4275 0.8742 -0.5809 5.517 -1.828 1.860
N -0.4937 0.2879 0.0568 1.224 0.056 0.777
H 4.3749 0.5344 -1.0039 -0.162 0.361 -0.465
H 3.9712 -1.0255 -0.4331 -0.037 -0.964 -0.657
H 4.2340 0.1312 0.6243 0.707 1.015 2.800
H -2.8254 -1.5312 -0.2353 0.269 -2.060 -0.068
H -2.3819 -0.5545 1.2644 -0.500 -1.327 0.173
H -4.1672 -0.8032 0.8799 2.480 0.210 -1.464
H 1.5284 0.5522 1.5556 -0.658 0.734 3.213
H 2.1297 -0.0929 -1.4165 -1.280 0.465 -0.835
H -3.1407 0.4725 -1.3635 -0.979 0.026 -1.870
H -3.0763 1.3966 0.0378 -0.591 -0.032 0.010
H -0.5560 -0.5416 0.7364 -1.480 1.181 -1.460

2.
18
Properties=species:S:1:pos:R:3:forces:R:3 method="wB97M-V/def2-TZVPD" s_squared=0.762 relative_energy_kcal_mol=8.1 total_charge=+2 homo_lumo_gap_ev="10.5 / 8.6" multiplicity=2 lumo_energy_ha="-0.322 / -0.432"
C 2.0214 0.5077 -0.1673 -0.115 -0.476 -0.143
C 1.3268 -0.7652 0.4165 0.051 0.105 0.608
C -0.0612 -0.9268 -0.0807 -0.259 0.731 -0.434
C -1.2434 -0.7164 0.6522 -0.374 0.483 1.268
N -2.3291 -0.1054 0.1850 0.523 -2.872 -1.341
C -3.1664 -0.6707 -0.6000 -1.489 1.360 0.235
N 1.1136 1.7272 -0.0657 0.263 -0.108 0.394
H 2.8578 0.7378 0.4714 0.500 -0.048 -0.086
H 2.3436 0.3848 -1.1938 -0.054 0.111 -0.155
H 1.8582 -1.6999 0.1951 0.427 0.370 -0.439
H 1.4273 -0.6715 1.4993 -0.613 -0.133 0.110
H -0.2257 -1.0332 -1.1546 0.219 0.055 -0.060
H -1.3391 -1.0139 1.6988 0.460 0.264 0.149
H -3.1843 -1.7193 -0.8873 0.563 -0.130 0.249
H -4.0408 -0.1173 -0.9310 0.208 0.300 -0.120
H 1.3270 2.5258 -0.6731 0.367 -0.264 -0.236
H 1.1567 2.0973 0.8862 -0.149 0.056 0.133
H 0.1577 1.4589 -0.2512 -0.529 0.196 -0.132

3.
19
Properties=species:S:1:pos:R:3:forces:R:3 method="wB97M-V/def2-TZVPD" relative_energy_kcal_mol=42.6 total_charge=+1 homo_lumo_gap_ev=8.1 lumo_energy_ha=-0.132
N 3.5875 0.0354 -0.3890 0.116 0.171 0.005
C 2.4124 -0.4254 0.0850 -0.210 -1.058 0.290
C 1.3105 0.2700 0.3690 0.133 0.616 -0.131
C 0.0963 -0.3868 0.9297 -0.308 -0.089 0.135
C -1.0786 -0.4704 -0.0697 -0.078 0.601 0.358
N -2.3976 -0.7201 0.6133 -0.270 -0.534 0.028
C -1.3370 0.8470 -0.8221 0.165 -0.415 0.255
O -2.4640 1.2545 -0.9078 -0.053 0.361 -0.105
H 3.8230 1.0069 -0.2858 0.045 -0.025 -0.197
H 4.3125 -0.5995 -0.6609 0.089 0.017 0.144
H 2.3563 -1.4989 0.2930 0.303 0.147 -0.353
H 1.3628 1.3449 0.2190 -0.346 0.019 0.123
H 0.3473 -1.4009 1.2436 -0.014 -0.050 0.008
H -0.2724 0.1232 1.8304 0.055 0.100 -0.070
H -0.9422 -1.2616 -0.7964 0.229 -0.133 -0.197
H -2.8287 -1.6151 0.3840 0.141 -0.054 -0.039
H -3.0131 0.0270 0.2318 -0.204 0.164 -0.015
H -2.3666 -0.6542 1.6306 0.223 0.109 0.011
H -0.4609 1.3646 -1.2159 -0.015 0.052 -0.251